Formula: C15H11N3O6RuS4
Source: OMol25
Level of theory: ωB97M-V/def2-TZVPD

expectation value of S² = 0.77
energy relative to the best compared isomer or geometry (same formula, charge and spin) = 137.03 kJ/mol
DFT total energy = -78412.5608 eV
charge = -1
HOMO energy (spin up / spin down) = -4.30 / -4.19 eV
2S+1 = 2
molecular weight = 558.6 g mol⁻¹

Structure (XYZ):
```
40
Properties=species:S:1:pos:R:3:forces:R:3
Ru -0.002133 -0.020182 0.053809 1.2 -0.9 -0.7
S -1.339655 0.606265 1.896757 0.4 0.1 -0.1
S -0.397451 1.735604 -1.867814 0.3 -1.3 1.5
S -1.831365 3.955356 -0.491957 0.0 -0.2 0.1
S -0.674076 2.830374 3.852192 0.0 0.2 0.0
O -0.741477 -6.266259 0.196061 0.0 -0.3 0.0
O 1.119267 -1.996226 0.995037 0.3 2.3 0.3
O 1.788406 -4.938059 0.975416 0.4 -0.2 0.3
O -2.794248 1.546600 -0.976045 0.3 0.1 -0.2
O -1.082734 -1.611550 -0.641564 -1.1 2.3 -0.8
O -2.271388 -4.279212 -1.347388 -0.5 -0.1 -0.3
N 0.934939 2.046811 1.969460 0.3 1.1 1.1
N 1.245405 1.280891 0.922262 0.5 -0.6 -1.2
N 1.728438 -0.269621 -1.123965 0.0 0.4 0.4
C 1.895700 -1.043065 -2.188693 -0.2 -0.4 -0.1
C -0.247334 1.847928 2.470889 -0.4 -0.8 -0.8
C 3.078698 -1.088326 -2.900278 0.3 0.3 0.2
C -4.036351 2.017233 -0.466626 -0.1 0.0 0.1
C 2.445412 1.360046 0.418793 -0.9 0.6 1.1
C -2.449551 3.068890 3.553169 0.3 -0.2 0.0
C 2.736341 0.531703 -0.701275 0.3 -0.8 -1.2
C 0.479251 -2.944902 0.513595 -2.0 -1.5 -1.1
C 3.964881 0.526490 -1.376421 -0.3 0.3 0.6
C -1.311254 -4.056849 -0.645396 0.5 0.5 0.3
C 4.132230 -0.279862 -2.476818 -0.2 -0.3 -0.3
C -1.758456 2.392886 -1.037257 -0.8 0.6 -0.1
C -0.704775 -2.760862 -0.297553 1.8 -2.3 1.0
C -0.464553 -5.102400 0.063536 -0.1 0.4 0.0
C 0.768774 -4.403354 0.608747 -0.3 0.5 -0.3
H -3.947206 2.272100 0.588829 0.0 0.0 0.0
H 3.172650 -1.728298 -3.765052 -0.1 0.0 0.0
H -2.584494 3.635377 2.634068 0.0 0.0 0.0
H 5.065412 -0.276484 -3.024835 0.0 0.0 0.1
H -2.835906 3.627396 4.403810 0.0 0.0 0.0
H -2.931865 2.098851 3.486325 -0.2 0.0 0.0
H 4.757727 1.169304 -1.018209 0.0 0.0 0.0
H -4.362462 2.900291 -1.017620 0.0 0.0 0.0
H 1.040589 -1.635653 -2.491685 0.0 0.0 0.1
H 3.154154 2.052797 0.852590 0.1 0.0 0.0
H -4.739540 1.197990 -0.598912 0.1 0.0 0.0
```
Positions in Å, forces in eV/Å.

These are the Löwdin partial charges, in e, on atoms 1 to 6:
1. Ru 1.03
2. S 0.63
3. S 0.59
4. S 0.58
5. S 0.83
6. O 0.11